(1)
ORCA calculation (the ωB97M-V functional and the def2-TZVPD basis) on an isolated molecule of C5H7ClN2O2 at a distorted geometry.

```
17
Properties=species:S:1:pos:R:3:forces:R:3:lowdin_charge:R:1
C -0.621545 -0.337646 -1.487555 0.79 1.31 1.01 -0.0616
C 1.076190 -0.819624 0.418663 0.12 -1.86 0.86 -0.3673
C 0.523553 0.179447 -0.664903 -0.87 -2.34 1.50 -0.2675
C -2.363468 -0.357505 0.045139 -3.07 -0.26 -2.09 -0.5654
C 2.277564 -0.250874 1.189670 -0.76 0.03 0.60 -0.0143
N -1.895869 -0.409190 -1.144900 1.56 -0.28 -0.31 -0.0257
N -0.933734 2.060816 0.138285 2.14 -1.00 0.34 0.1578
O 0.665089 -1.952122 0.633684 0.18 1.86 -0.66 0.0838
O 0.312979 1.331857 0.126686 -2.38 2.32 0.16 -0.1701
Cl -4.123797 -0.495817 0.010731 0.02 0.18 0.44 0.6010
H -0.342653 -0.354690 -2.503566 -0.34 -0.57 -1.28 0.0993
H 1.440665 0.221740 -1.212314 0.33 0.97 -1.22 0.1358
H -2.106129 -0.401562 1.040488 1.72 0.03 1.82 0.0508
H 2.902207 -1.094316 1.612394 -0.77 1.09 -0.54 0.1041
H 1.776699 0.347773 2.033874 1.13 -0.68 -1.13 0.1179
H 2.843884 0.423520 0.508331 -0.19 -0.36 0.84 0.0866
H -1.431643 1.908192 -0.744706 0.39 -0.44 -0.33 0.0349
```
Positions in Å, forces in eV/Å.

Calculated values
- total energy (hartree) = -914.6870
- gap between HOMO and LUMO (alpha / beta) (eV) = 8.074 / 8.227
- highest occupied orbital energy (alpha / beta) (eV) = -8.6629 / -9.6359
- spin multiplicity = 1

(2)
ORCA calculation (the ωB97M-V functional and the def2-TZVPD basis) on an isolated molecule of C4H7NO at a distorted geometry.

```
13
Properties=species:S:1:pos:R:3:forces:R:3:lowdin_charge:R:1
C -1.206524 -0.702836 0.212509 -0.20 0.16 0.12 -0.1545
O -0.045795 -1.519291 0.242078 0.04 -0.09 -0.15 -0.1071
C 1.095746 -0.862617 -0.214658 -0.11 0.17 -1.48 -0.1648
C 0.546105 1.025624 0.821387 -0.50 1.11 1.09 -0.0863
N 0.560802 0.564121 -0.665610 1.08 -0.68 1.27 -0.0143
C -0.694605 0.719604 0.092696 -0.13 -0.07 0.37 -0.3035
H -1.764954 -0.851036 1.139712 0.09 -0.06 -0.05 0.1263
H -1.832718 -0.995956 -0.645335 0.06 0.17 0.15 0.1208
H 1.839851 -0.890774 0.613020 -0.53 0.90 -0.92 0.1271
H 1.517343 -1.314503 -1.102872 -0.13 -0.54 -0.54 0.1068
H 0.806334 2.073068 0.861818 -0.43 0.60 -0.10 0.0299
H 0.675755 1.236266 -1.453889 0.57 -1.43 0.63 0.1805
H -1.401579 1.487687 -0.231848 0.18 -0.24 -0.39 0.1390
```
Positions in Å, forces in eV/Å.

Calculated values
- total energy (hartree) = -286.4208
- gap between HOMO and LUMO (eV) = 7.832
- highest occupied orbital energy (eV) = -6.9861
- spin multiplicity = 1